Entry from the Open Molecules 2025 dataset: one molecule with the formula C6H13NO3 (ωB97M-V/def2-TZVPD).

Last column: Mulliken charge in e.
Cartesian coordinates (Å):
C 2.119736 2.400925 0.646021  -1.33
C 1.360206 1.195285 0.107276  0.02
C 0.255404 0.748669 1.060601  -1.00
N -0.485691 -0.415556 0.594450  0.31
C -1.390630 -0.225020 -0.534341  -1.10
C -0.982741 -0.964263 -1.804838  -0.16
O -0.941557 -2.376130 -1.621455  -0.63
C -0.340013 -1.608979 1.232634  0.67
O 0.406214 -1.784522 2.186434  -0.63
O -1.243603 -2.608964 0.919431  -0.53
H 1.446671 3.257540 0.795627  0.33
H 2.589928 2.170576 1.613401  0.33
H 2.911358 2.712370 -0.048722  0.35
H 0.929965 1.440170 -0.876466  0.22
H 2.049730 0.351983 -0.052640  0.29
H 0.684000 0.496460 2.037094  0.42
H -0.459076 1.573753 1.216074  0.30
H -2.411856 -0.528306 -0.255186  0.39
H -1.430064 0.848717 -0.754133  0.44
H -1.679940 -0.707347 -2.613900  0.36
H 0.027280 -0.652958 -2.101686  0.24
H -1.833578 -2.802222 -1.744341  0.36
H -1.581746 -2.522181 -0.001336  0.33

Cartesian forces (eV/Å) of the 6 atoms listed first:
C 0.1179 0.1702 0.0746
C 0.0783 -0.2043 -0.1673
C 0.1731 0.0811 0.2330
N -0.1047 0.1610 -0.8068
C -0.1567 -0.1157 0.1828
C -0.1362 0.3159 -0.2413

Results
* Kohn-Sham gap: 0.358 Ha
* structure (SMILES): CCCN(CCO)C(=O)O
* LUMO energy: 0.4 eV
* total charge: 0
* relative energy (zero: lowest compared OMol25 entry of this formula, charge and spin): 1.116 eV

***

Entry from the Open Molecules 2025 dataset: an isolated ion of composition C6H13NO3PS and charge -1 (ωB97M-V/def2-TZVPD).

Last column: Mulliken charge in e.
Cartesian coordinates (Å):
C -0.868097 1.682564 1.470871  -1.25
C -0.764794 1.645014 -0.040145  -0.07
S 0.925446 2.164302 -0.597439  -0.27
C 1.620106 0.553751 -1.083457  -0.96
C 1.229201 -0.518809 -0.076843  0.68
N 2.006251 -1.727760 -0.353785  -0.78
C -0.263529 -0.850102 -0.189553  -1.44
C -1.129729 0.315619 -0.642094  0.10
P -2.932909 -0.009247 -0.179631  0.81
O -3.002732 -0.728240 1.128231  -0.73
O -3.726366 1.214876 -0.437675  -0.79
O -3.271476 -1.138665 -1.360427  -0.60
H -0.153357 1.010095 1.940749  0.25
H -1.873572 1.365563 1.739382  0.36
H -0.692827 2.692217 1.840880  0.38
H -1.434212 2.401109 -0.457674  0.47
H 2.701659 0.694654 -1.110928  0.39
H 1.270004 0.292819 -2.082321  0.36
H 1.450894 -0.119914 0.930684  0.11
H 2.986661 -1.571135 -0.139010  0.27
H 1.674229 -2.480855 0.240062  0.24
H -0.372741 -1.661668 -0.914028  0.38
H -0.642617 -1.204439 0.772238  0.40
H -1.107748 0.410297 -1.732859  0.40
H -3.239532 -1.968398 -0.887794  0.30

Cartesian forces (eV/Å) of the 6 atoms listed first:
C -0.1361 0.0868 0.0356
C 0.5575 0.5790 -0.0871
S 0.0606 0.0257 -0.0619
C -0.2363 0.2798 0.1884
C 0.0542 0.1213 -0.0494
N 0.1613 -0.1734 -0.0001

Results
* Kohn-Sham gap: 0.306 Ha
* structure (SMILES): C[C@H]1SC[C@H](N)C[C@H]1[P@@](=O)([O-])O
* LUMO energy: 3.0 eV
* total charge: -1
* relative energy (zero: lowest compared OMol25 entry of this formula, charge and spin): 0.000 eV

***

Entry from the Open Molecules 2025 dataset: a 2-piece molecular cluster, C6H13NO4 overall (ωB97M-V/def2-TZVPD).

Last column: Mulliken charge in e.
Cartesian coordinates (Å):
C -1.369504 -1.285651 -1.710318  -0.88
C -0.893711 -0.282805 -0.526344  0.29
C 0.601940 1.605479 -0.274380  -2.24
C -0.004379 1.481164 1.133640  -0.44
C 0.113796 0.094885 1.664100  -0.20
C -0.082429 -1.094572 0.483026  -0.59
H -0.063671 -2.393111 -1.944179  0.32
H -1.913181 -0.792095 -2.472381  0.39
H -2.144582 -2.529110 -1.197326  0.23
H -1.860653 0.227624 -0.203880  0.36
H -0.664864 1.417721 -1.920489  0.35
H 0.704967 2.414986 -0.513930  1.27
H 1.459677 1.280153 -0.010660  0.67
H -0.817958 1.559771 1.461607  1.02
H 1.698942 2.116859 2.047491  0.36
H -0.543146 0.017033 2.481458  0.56
H 1.989405 -0.553768 1.388762  0.32
H -0.728044 -1.862028 0.639128  0.64
H 1.465707 -0.897860 -0.717837  0.46
N -0.009680 0.651021 -1.271272  -0.58
O -0.404075 -1.832766 -2.528976  -0.43
O 0.783622 2.311644 2.004431  -0.62
O 1.614915 -0.196352 2.058892  -0.59
O 1.066906 -1.458222 -0.070566  -0.66

Cartesian forces (eV/Å) of the 6 atoms listed first:
C -1.8907 -2.0141 1.3924
C -1.6862 -1.0236 -3.9384
C -7.9394 -14.4128 4.1670
C 13.1900 -1.2060 -2.7711
C 5.3197 -4.5656 -1.9156
C -1.7149 7.1568 0.4612

Results
* Kohn-Sham gap: 0.376 Ha
* LUMO energy: 0.5 eV
* total charge: 0
* relative energy (zero: lowest compared OMol25 entry of this formula, charge and spin): 9.388 eV

***

Entry from the Open Molecules 2025 dataset: one molecule with the formula C6H13NO4 (ωB97M-V/def2-TZVPD).

Last column: Mulliken charge in e.
Cartesian coordinates (Å):
N -0.894708 1.307159 2.958455  -0.59
C -0.536734 -0.014128 2.216764  -0.24
C 0.927268 -0.098165 1.673436  -0.27
O 1.393481 -1.269572 1.093912  -0.38
C 0.416588 -2.009691 0.338945  -0.68
C -0.075385 -1.520153 -0.956861  -0.24
O -0.654246 -0.057271 -0.858721  -0.35
C -0.531582 0.509748 -2.172320  -0.61
C 0.383285 1.607750 -2.170334  0.65
O 1.293132 1.393587 -1.387746  -0.51
O 0.299608 2.655496 -2.978582  -0.50
H -0.709599 1.340197 4.137093  0.26
H -0.445754 1.953565 2.178884  0.30
H -0.987604 -0.075443 1.197241  0.20
H -0.950366 -1.006989 2.734374  0.23
H 1.289295 0.716950 0.860632  0.14
H 1.694392 0.233979 2.465083  0.34
H -0.561045 -2.220738 0.852575  0.24
H 1.014091 -2.979379 0.077696  0.33
H 0.752197 -1.159034 -1.573395  0.47
H -0.848230 -2.085507 -1.840386  0.17
H -0.171495 -0.374182 -2.950362  0.33
H -1.604873 0.791366 -2.276366  0.35
H -0.491715 2.360456 -3.620018  0.38

Cartesian forces (eV/Å) of the 6 atoms listed first:
N 1.2973 -1.3610 -0.5663
C -0.5572 -1.1856 -0.0578
C 2.9235 3.9442 0.8247
O -1.5686 -1.8198 -0.8837
C 0.0181 -2.8205 0.6792
C -0.8005 3.8881 -4.6507

Results
* Kohn-Sham gap: 0.331 Ha
* structure (SMILES): NCCOCCOCC(=O)O
* LUMO energy: 0.2 eV
* total charge: 0
* relative energy (zero: lowest compared OMol25 entry of this formula, charge and spin): 6.156 eV

***

| no. | largest force on an atom (eV/A) |
| --- | --- |
| 1 | 2.3 |
| 2 | 1.1 |
| 3 | 17.0 |
| 4 | 6.1 |